{"formula": "C23H50N4O8P", "method": "ωB97M-V/def2-TZVPD", "charge": 1, "orbital_gap_ev": 6.07, "homo_energy_ev": -10.96, "symbols": ["C", "C", "C", "O", "C", "C", "C", "O", "C", "N", "C", "P", "O", "O", "O", "C", "C", "C", "H", "H", "H", "H", "H", "H", "H", "H", "H", "H", "H", "H", "H", "H", "H", "H", "H", "C", "C", "C", "O", "C", "N", "H", "H", "H", "H", "H", "H", "H", "H", "H", "H", "H", "C", "C", "C", "O", "C", "N", "H", "H", "H", "H", "H", "H", "H", "H", "H", "H", "H", "C", "C", "C", "O", "C", "N", "H", "H", "H", "H", "H", "H", "H", "H", "H", "H", "H"], "coordinates": [[-1.0358, -0.4878, 3.3682], [-1.0425, -0.8926, 2.2138], [-1.1345, -1.5415, 0.8080], [0.0184, -2.0391, 0.1568], [1.2514, -1.4078, 0.5801], [1.3821, 0.1355, 0.2207], [1.8527, 1.0029, 1.4820], [2.3969, 0.3595, -0.8011], [-1.9112, -0.7837, -0.3726], [-3.1905, -1.0200, -0.4756], [-3.6113, -1.9515, 0.6297], [-4.4299, -0.7488, 1.8296], [-5.8331, -0.5027, 1.2746], [-4.5679, -1.3072, 3.3923], [-3.6527, 0.7563, 1.7531], [-2.2645, -2.6873, 1.0211], [-2.1939, -3.5814, 2.3016], [-1.1194, -4.5076, 2.3927], [-0.9757, -0.4013, 4.4902], [2.0809, -1.9282, -0.0067], [1.5170, -1.6051, 1.6729], [0.4384, 0.6130, -0.1802], [1.2049, 0.8396, 2.3903], [2.9296, 0.7636, 1.7591], [1.7710, 2.1052, 1.2014], [2.8950, 1.1708, -0.5598], [-1.4718, -0.0973, -1.1559], [-3.8316, -0.6388, -1.1855], [-4.3660, -2.7537, 0.3596], [-3.6695, -1.4727, 3.7576], [-4.0113, 1.2822, 2.5066], [-2.0508, -3.3968, 0.1472], [-2.9528, -3.5825, 3.1402], [-0.3344, -4.4457, 3.2004], [-1.0244, -5.3723, 1.6563], [1.0383, -3.7606, -5.4589], [0.5691, -3.2013, -4.1197], [1.1392, -3.9561, -2.9039], [0.5026, -5.1994, -2.6366], [0.9919, -6.2896, -3.4033], [-0.8996, -3.1776, -4.1011], [0.5497, -4.7024, -5.7140], [0.8119, -3.0568, -6.2635], [2.1188, -3.9248, -5.4572], [0.9277, -2.1678, -4.0595], [0.9618, -3.3412, -2.0147], [2.2256, -4.0835, -2.9811], [2.0665, -6.2143, -3.5875], [0.4477, -6.3631, -4.3469], [0.8004, -7.2065, -2.8430], [-1.2064, -2.7240, -3.2423], [-1.2167, -4.1406, -3.9902], [8.0348, 3.1777, 3.1111], [7.7985, 1.9199, 2.2807], [7.1456, 2.2004, 0.9133], [5.7457, 2.4556, 0.9743], [5.4065, 3.7967, 1.2900], [7.0102, 0.9675, 3.0726], [7.1139, 3.5742, 3.5427], [8.7083, 2.9608, 3.9437], [8.4965, 3.9640, 2.5081], [8.7794, 1.4727, 2.0881], [7.2509, 1.2995, 0.3006], [7.6641, 3.0032, 0.3759], [6.1098, 4.5139, 0.8599], [5.3460, 3.9237, 2.3729], [4.4139, 3.9985, 0.8811], [6.9290, 0.0974, 2.5499], [6.0536, 1.3190, 3.1036], [-3.9131, 4.6284, 0.0992], [-4.8049, 5.0566, -1.0627], [-6.2709, 4.6072, -0.9090], [-6.4930, 3.2344, -1.2069], [-6.2201, 2.3493, -0.1345], [-4.2181, 4.5712, -2.3175], [-3.6734, 3.5629, 0.0730], [-2.9636, 5.1690, 0.0672], [-4.3876, 4.8493, 1.0591], [-4.7995, 6.1514, -1.0856], [-6.8709, 5.1642, -1.6352], [-6.6687, 4.8607, 0.0812], [-6.4787, 2.7908, 0.8318], [-5.1693, 2.0482, -0.1493], [-6.8195, 1.4484, -0.2726], [-4.7668, 4.9317, -3.0954], [-4.3795, 3.5652, -2.3566]], "atomic_forces_ev_per_a": [[0.2, -1.3, -0.3], [0.2, 0.5, -0.3], [-1.7, -0.3, 0.2], [-0.4, 0.8, 1.7], [2.2, 0.3, -0.6], [1.0, 1.4, 1.0], [-0.4, 0.0, -0.1], [-0.5, -0.2, 0.7], [-0.8, 1.5, -0.3], [1.9, -1.4, 1.1], [0.5, -0.4, 1.0], [-5.1, 2.2, -0.1], [3.3, -1.1, 1.1], [1.9, 0.7, -2.2], [-0.4, -2.6, 1.1], [-0.5, -2.0, -1.3], [1.3, -0.6, -0.2], [-1.0, 0.5, -0.5], [-0.1, 0.2, -2.0], [-1.3, 0.6, 0.6], [-0.9, 0.3, -1.3], [0.6, -0.9, 0.6], [0.7, 0.1, -1.0], [-1.3, 0.2, -0.5], [0.2, -1.4, 0.4], [-0.4, -0.8, -0.2], [-0.1, -0.9, 1.2], [0.4, -0.2, 0.4], [0.6, 1.5, 0.1], [-0.6, 0.0, 0.0], [0.3, -0.3, -0.7], [-0.2, 0.8, 0.9], [1.5, 1.4, -0.4], [-1.9, -1.0, 0.1], [0.9, 2.1, -0.1], [0.1, 0.1, -0.2], [0.0, -0.4, -0.1], [-0.2, 0.2, 0.2], [0.3, 0.2, 0.0], [-0.3, -0.2, 0.1], [0.0, 0.0, 0.3], [0.0, 0.0, 0.1], [0.0, -0.1, 0.1], [-0.1, 0.0, 0.0], [0.0, 0.0, 0.1], [-0.1, -0.1, 0.0], [0.0, -0.1, -0.1], [0.0, 0.1, 0.0], [0.2, 0.0, -0.1], [0.0, 0.1, 0.0], [0.0, 0.0, -0.1], [0.0, 0.1, -0.1], [0.2, 0.1, 0.1], [-0.3, 0.3, 0.1], [0.1, -0.4, -0.1], [0.2, 0.2, -0.2], [-0.3, -0.2, 0.1], [-0.1, -0.1, -0.3], [0.0, -0.1, -0.1], [-0.1, 0.0, -0.1], [0.0, 0.0, 0.0], [-0.1, 0.0, -0.1], [-0.1, 0.0, 0.0], [-0.1, 0.1, 0.1], [0.1, 0.0, 0.1], [0.1, 0.2, 0.0], [0.1, -0.1, -0.1], [0.1, 0.0, 0.1], [0.1, 0.0, 0.1], [0.2, 0.2, 0.2], [0.0, -0.4, 0.1], [-0.1, 0.2, -0.3], [0.0, 0.2, 0.4], [-0.1, -0.2, -0.4], [-0.2, 0.0, 0.0], [-0.1, 0.0, -0.1], [-0.1, 0.0, -0.1], [0.0, 0.0, 0.0], [-0.1, -0.1, -0.1], [0.0, -0.1, 0.0], [0.1, -0.1, 0.1], [0.1, 0.0, 0.0], [0.1, 0.0, 0.2], [0.0, 0.1, 0.0], [0.2, 0.1, 0.0], [0.0, 0.1, 0.0]], "mulliken_charge": [-0.4740, -0.5002, 1.1350, 0.0284, -0.6156, 1.0249, -1.4766, -0.5532, -0.8272, 0.0005, -0.0227, 0.8221, -0.6909, -0.5344, -0.4282, -0.4770, -0.3105, -0.7371, 0.3743, 0.4951, 0.3132, -0.2191, 0.2040, 0.3933, 0.4092, 0.3351, 0.5103, 0.3341, 0.5107, 0.3371, 0.3104, 0.4802, 0.3267, 0.2494, 0.2790, -1.5080, 0.3566, 0.1014, -0.3651, -0.7218, -0.6739, 0.2919, 0.3738, 0.3529, 0.3936, -0.4541, 0.5054, 0.3354, 0.2455, 0.2543, 0.1427, 0.3569, -1.3839, 0.3569, -0.7797, -0.2337, -0.7429, -0.7264, 0.2700, 0.3509, 0.3494, 0.4165, 0.3142, 0.4007, 0.3462, 0.2704, 0.2194, 0.2726, 0.3039, -1.1157, 0.3426, -0.7392, -0.4074, -0.3181, -0.7253, 0.0106, 0.3732, 0.3429, 0.4107, 0.3459, 0.3962, 0.2915, -0.0688, 0.2899, 0.2842, 0.2885]}